2 unconnected molecules or ions with the total composition C3H3ClO2 in a non-equilibrium geometry. Source: the OMol25 dataset; level of theory: wB97M-V/def2-TZVPD.

Lowest unoccupied orbital energy (spin up / spin down) = 0.0 / -0.7 eV

Geometry as XYZ:
```
9
C3H3ClO2 wB97M-V/def2-TZVPD
Cl 3.41 -0.25 -0.35
O 0.02 -1.90 0.38
O 1.97 1.86 0.17
C 1.99 0.69 0.00
C -0.31 -0.79 0.17
C -1.54 -0.04 -0.06
H -1.86 0.35 0.90
H -2.31 -0.71 -0.45
H -1.37 0.78 -0.75
```

Atomic partial charges in e from the natural (NBO) method, atoms 1 to 4:
1 Cl -0.050
2 O -0.444
3 O -0.524
4 C 0.371

3 unconnected molecules or ions with the total composition H6O2S2 in a non-equilibrium geometry. Source: the OMol25 dataset; level of theory: wB97M-V/def2-TZVPD.

SMILES = SS.O.O
Lowest unoccupied orbital energy = 0.4 eV

Geometry as XYZ:
```
10
H6O2S2 wB97M-V/def2-TZVPD
S 1.62 0.12 2.58
S -0.09 -0.50 3.53
O 0.07 -1.55 -2.13
O -0.59 1.71 -1.31
H -1.02 0.42 3.26
H -0.04 -2.34 -2.85
H 0.27 1.45 -1.36
H -0.85 -1.27 -2.23
H 1.33 -0.48 1.34
H -0.70 2.45 -0.84
```

Atomic partial charges in e from the natural (NBO) method, atoms 1 to 4:
1 S -0.134
2 S -0.134
3 O -0.930
4 O -0.932

Going through the records in order, we get E values of -726.67549; -950.40769 Eh.
Going through the records in order, we get energy relative to the best compared isomer or geometry (same formula, charge and spin) values of 274.2; 84.5 kJ/mol.